Entry 1:
C40H30B4F18O44Y | the ωB97M-V functional and the def2-TZVPD basis

As for the energy: -184736.9218 eV. The multiplicity is 2. For the gap between HOMO and LUMO (spin up / spin down), the calculation gives 5.65 / 2.28 eV.

Geometry as XYZ:
```
137
C40H30B4F18O44Y (the ωB97M-V functional and the def2-TZVPD basis)
F -4.4639 -2.7521 1.7020
F 1.7308 4.2222 0.5810
O -3.0313 3.3246 -3.4849
H 1.2759 -2.4662 1.0600
H -5.3976 -1.5914 5.0496
O -3.2584 -3.0993 -6.4635
H 3.8804 0.7688 4.5075
O 0.8679 2.4893 3.7166
H -5.1979 -2.4327 6.5681
O -1.1167 1.5475 -0.1901
C -3.2743 -2.1131 1.5153
O -1.6578 -3.5754 2.6194
O 0.7343 -2.4376 -6.8415
C 4.8467 -3.9846 -1.2722
H -2.9795 -1.0268 4.9720
O 0.4472 -0.8756 -5.0066
H -5.2181 0.9572 -0.0311
H 5.6676 0.8192 -1.0678
B -1.6888 5.4548 0.7619
F 4.1139 -3.4014 -3.4053
F 4.4152 4.1265 8.1535
F 3.0715 -2.5682 -1.7837
F -3.3522 -1.4958 0.2853
O -4.5057 4.6089 2.5863
O -1.2993 -3.0023 0.4513
O -0.6201 4.3082 -2.3579
C 2.6363 2.6416 -1.0360
C -3.3531 4.8925 2.1771
F -6.6175 3.6887 -4.0439
O -1.4698 0.5456 2.0414
F -5.0185 4.7460 -4.9770
O -3.8226 0.0900 -3.2381
O -1.9333 1.0907 -5.2056
C 4.1634 2.5421 6.4383
F 4.6780 2.1148 8.6279
F 6.2622 3.2046 7.5606
C -5.3266 3.6369 -4.3511
O -1.8722 4.1285 4.0116
O -1.1913 6.6947 0.1759
C -1.9689 4.6255 2.8808
H 5.3730 -0.6980 -2.0146
B -0.5155 0.8599 0.9390
H 7.1134 -6.7299 0.7612
C -0.0812 -3.8517 0.2905
C -3.9446 2.5043 -0.9232
Y -0.6292 2.9314 -4.2575
O 5.8776 -3.3515 -1.2717
O -0.3565 -5.3100 -5.3054
O -5.7312 -2.6429 -8.8740
H 5.4125 0.9384 3.6971
H 4.8673 -5.8483 1.4800
O 4.4899 -4.8770 -0.3111
F -5.2172 2.6126 -5.1970
C 0.2678 1.8499 2.8700
O 1.8890 2.4774 -1.9823
C 6.3276 -6.4436 0.0621
F -2.1754 -3.0383 9.0070
F -3.3161 -1.2384 2.5574
O -4.8281 -1.4746 -7.1013
C 1.2376 0.0716 -4.7924
C -3.5315 -1.0894 5.9098
C -4.2499 3.3917 -3.2101
H 5.9713 -4.4841 1.0534
C 2.7603 4.0511 -0.3111
O 0.9889 1.2607 -4.5464
H 4.7473 3.5295 3.2386
C 0.1006 -4.1769 -5.5278
O -2.7967 -1.7052 6.9413
C 5.4113 -5.3425 0.6823
C 0.0025 -0.2748 -0.9838
H -0.3162 -4.9017 0.4651
C 3.6917 -3.6493 -2.1951
O -0.3703 7.3241 -1.8513
H -4.2176 1.8233 1.1664
H 5.0186 0.9463 -2.6544
C 4.9052 3.0173 7.7310
C 4.6259 1.5017 4.1992
C -1.9651 -2.9394 1.6322
C 2.6315 -0.4425 -4.9556
H -4.3881 -3.0036 5.1093
H 3.7570 2.3558 2.3291
H 6.7866 -6.1181 -0.8714
C 1.0975 -3.5351 1.1770
H -3.9476 -0.1111 6.1505
H 0.9417 -3.8348 2.2134
F 2.7276 -4.5498 -2.1734
B 1.1205 -2.0864 -5.4619
C -4.7757 1.9173 0.2348
H 5.7003 -7.3158 -0.1217
C -4.6688 -2.1124 5.6705
H -5.5769 2.6289 0.4346
H -3.2805 3.2875 -0.5575
C 3.6440 0.3796 -1.0954
O 3.6495 0.2606 -4.9133
O -0.9963 5.0087 2.0181
O -2.6747 -0.7661 -6.3878
O 3.4967 1.6766 -0.4874
O 0.5244 -1.0619 -1.7793
C -0.7594 6.4732 -1.0461
C -5.0198 -2.5619 -7.9145
C -0.8910 4.9317 -1.3293
C -2.6182 0.0379 -5.3202
O -1.5058 0.0803 7.6267
O -1.3559 4.4013 -0.2363
C -1.8914 -1.1201 7.7063
C 4.0967 2.6587 3.3195
H -3.2131 1.7635 -1.2461
F -0.1581 -2.3520 8.3830
H 3.2978 3.1778 3.8492
O 2.9207 2.7157 6.3347
F 2.7299 5.0943 -1.1622
O -3.6029 -4.6226 -8.1273
H 0.2832 -3.8326 -0.7365
F 3.9588 4.2289 0.3612
C 5.0168 0.3037 -1.7740
H 1.9542 -4.0518 0.7443
C 0.1058 -3.5812 -6.9220
O 2.5355 -1.7414 -5.3591
O 0.0419 -0.3441 0.3428
O -3.1317 5.4715 1.0508
C -3.5736 -0.4991 -4.2675
O 0.6999 -3.3078 -4.7100
C -1.3653 -1.9823 8.8206
H 3.5285 -0.3258 -0.2725
O -4.1484 -1.5551 -4.7465
C -0.8321 0.9853 -1.3621
H 2.9585 0.1489 -1.9108
O -0.9185 1.4479 -2.5123
B -3.7188 -1.7621 -6.1748
C -1.0412 1.0585 3.2015
O 5.0625 2.0117 5.5188
O -0.2900 -4.0805 -8.0039
O 0.4893 1.7152 1.5627
C -3.8927 -3.5847 -7.5371
F -1.2180 -1.3365 9.9402
O -4.7670 2.9175 -2.0011
O -1.5286 0.9693 4.3162
```

Results of the Löwdin charge analysis, in e, for atoms 1 through 99: 0.149, 0.143, -0.008, 0.067, 0.076, 0.233, 0.118, 0.325, 0.082, 0.252, -0.435, 0.156, 0.230, -0.342, 0.095, 0.316, 0.085, 0.081, -0.838, 0.218, 0.219, 0.174, 0.132, 0.112, 0.012, -0.035, -0.254, -0.358, 0.200, 0.267, 0.195, 0.146, -0.038, -0.268, 0.213, 0.128, -0.559, 0.136, 0.277, -0.300, 0.079, -0.891, 0.078, -0.150, -0.201, 2.033, 0.158, 0.135, 0.167, 0.119, 0.122, -0.005, 0.186, -0.221, 0.117, -0.048, 0.167, 0.119, 0.205, -0.359, -0.190, -0.181, 0.120, -0.427, -0.032, 0.088, -0.340, 0.031, -0.180, -0.292, 0.130, -0.617, 0.145, 0.078, 0.076, -0.609, -0.141, -0.344, -0.297, 0.077, 0.059, 0.076, -0.059, 0.137, 0.080, 0.191, -0.856, -0.010, 0.078, -0.050, 0.086, 0.107, -0.205, 0.143, 0.206, 0.293, 0.003, 0.172, -0.326

=====

Entry 2:
C40H30BF11N2O | the ωB97M-V functional and the def2-TZVPD basis

The SMILES is CN1C(=O)[C@@H](Cc2c(F)c(F)c(F)c(F)c2F)N(/C=C/Cc2ccccc2)C1(C)C.Fc1cccc(F)c1B(c1c(F)cccc1F)c1c(F)cccc1F. The relative energy (zero: lowest compared OMol25 entry of this formula, charge and spin) comes out at 49.4 kcal per mole. As for the energy: -77559.2916 eV. The multiplicity is 1. For the gap between HOMO and LUMO, the calculation gives 6.75 eV.

Geometry as XYZ:
```
85
C40H30BF11N2O (the ωB97M-V functional and the def2-TZVPD basis)
H 1.6123 2.2930 -6.3327
F 2.4084 4.6358 -1.0925
H -2.5191 6.9354 -1.8840
C -2.2153 -1.4335 -3.3716
H -0.4033 -3.8988 -0.6629
H -1.2796 -0.4262 1.1714
O -0.3857 -4.0803 4.6309
C -1.4114 3.8527 -1.0147
C 2.5420 3.1935 2.2423
F 0.6675 0.2716 7.3029
C 3.3672 1.8728 -5.0949
C 1.1714 2.2633 -4.2414
H -2.8850 1.8673 -5.3110
H 2.9362 3.4391 3.2256
H -2.0590 -2.3975 -2.9091
N -1.1345 -2.4510 1.5724
F 0.9579 0.4398 0.5188
H -0.9122 -6.5020 2.2061
H 0.5629 -4.4228 0.7289
C -1.2837 -1.3844 -0.6590
B 0.5027 2.2360 -1.6843
C 1.3914 2.5868 -0.3214
F 2.6739 -1.3552 8.2523
H -2.6173 -6.1222 2.4471
C -0.7101 -3.6819 3.4981
F 3.0496 -3.3847 3.9815
H -1.1338 -1.5821 3.5327
C 2.7215 4.0987 1.1813
C -1.4652 -3.8336 1.2458
H -1.5074 -6.0998 3.8383
C -1.3071 -1.3910 0.7073
H 3.2391 5.0517 1.3010
C 0.9088 -1.8369 2.8929
C 1.8653 2.0049 2.0307
H -1.2936 -2.3756 -1.1756
H -3.0142 -2.4641 -5.1033
C -2.7032 0.9283 -4.7647
H -1.6315 0.6760 -0.6378
F 3.3610 1.1951 -1.5395
H 1.5032 -2.6079 2.3766
C -1.6068 -5.8600 2.7719
H 4.0463 1.6948 -5.9296
C -0.4385 -4.4442 0.2816
C 3.8062 1.5606 -3.8042
C -0.7587 5.9742 -2.6405
H -3.1560 4.9538 -0.4272
C -0.0101 4.7943 -2.6457
H -2.0141 1.9152 -2.9607
H -2.9819 -3.3533 -0.2395
H -3.4313 -0.3519 -6.3685
C 2.0275 2.1949 -5.3298
H -0.4645 6.7788 -3.3274
H 4.8064 1.1611 -3.5924
C 2.8953 -2.3672 6.1133
C 2.2739 -1.4546 6.9660
C -2.7478 -1.4872 -4.6586
C -0.5489 -2.2728 2.8889
C 1.4187 -1.6851 4.2902
H 1.7344 1.2468 2.8039
F 1.0785 4.8149 -3.4788
C -1.8875 6.0487 -1.8248
N -1.3619 -4.4508 2.5625
H 0.9699 -0.8971 2.3300
C -1.1820 -0.1043 -1.4195
H -3.6156 -3.6606 1.4038
C 1.5416 2.0677 -2.8976
H -0.7252 -5.4830 0.0653
C -2.2347 0.9784 -3.4506
C -1.8966 -0.1858 -2.7475
C 2.8955 1.6638 -2.7608
F -0.1345 0.0734 4.7057
C 2.4640 -2.4679 4.7928
C -2.2462 4.9651 -1.0194
C -2.8811 -3.9681 0.6622
F -1.6811 2.8631 -0.0798
C -2.9885 -0.3089 -5.3669
F 3.8712 -3.1761 6.5766
H -0.5284 0.8383 -1.7034
H -3.0767 -5.0156 0.3879
C 2.1344 3.7690 -0.0487
C 0.8582 -0.7487 5.1605
C 1.3942 1.6913 0.7546
F -0.1419 2.5503 -4.5211
C -0.3129 3.6529 -1.8425
C 1.2671 -0.6184 6.4834
```

Atom-resolved charges from Löwdin, all expressed in e: 0.123, 0.050, 0.109, -0.034, 0.068, 0.126, 0.066, -0.218, -0.071, 0.112, -0.055, -0.217, 0.113, 0.108, 0.086, -0.008, 0.058, 0.096, 0.097, -0.078, -0.135, 0.002, 0.114, 0.088, -0.333, 0.096, 0.166, -0.001, -0.483, 0.098, -0.059, 0.119, -0.042, -0.013, 0.072, 0.110, -0.072, 0.149, 0.051, 0.138, -0.017, 0.111, 0.007, -0.011, -0.006, 0.118, -0.194, 0.098, 0.076, 0.103, -0.006, 0.126, 0.125, -0.113, -0.109, -0.093, -0.165, -0.081, 0.102, 0.057, -0.068, -0.027, 0.105, -0.109, 0.097, 0.012, 0.087, -0.042, -0.186, -0.172, 0.081, -0.132, -0.009, 0.006, 0.035, -0.090, 0.113, 0.104, 0.088, -0.178, -0.132, -0.236, 0.055, -0.012, -0.115

=====

Entry 3:
C40H30F5N3OPS3V | the ωB97M-V functional and the def2-TZVPD basis

The relative energy (zero: lowest compared OMol25 entry of this formula, charge and spin) comes out at 0.0 kcal per mole. As for the energy: -129556.4346 eV. The multiplicity is 3. For the gap between HOMO and LUMO (spin up / spin down), the calculation gives 7.40 / 7.65 eV.

Geometry as XYZ:
```
84
C40H30F5N3OPS3V (the ωB97M-V functional and the def2-TZVPD basis)
H 5.0043 -2.8793 0.4179
C 3.3558 -0.0822 1.4129
C 1.2679 4.9168 1.2146
C 1.7434 0.1487 3.7618
H 0.2561 4.9769 3.1044
F 2.9489 -0.2234 -3.9105
C -5.5756 0.4940 -0.7359
H 6.5590 1.0284 1.2429
C -4.7361 0.9136 -4.4427
C -0.4592 -4.4107 -1.7220
O 0.0726 -2.1507 1.1204
H -0.6021 -1.0198 3.1067
C -4.6016 0.9215 -3.0595
F -0.3204 3.8538 -2.4727
H 6.9319 -1.3284 0.5832
H 1.6030 -4.1532 1.5170
C 0.1355 -3.2152 0.2935
C 4.4411 0.7908 1.4716
C -2.9479 -2.7878 -1.9212
S -1.7712 0.9114 1.3521
H 1.9369 -6.0696 -0.0206
H 0.5395 2.5610 3.5411
V -0.1443 -0.4973 0.4346
H -3.6623 1.2108 -2.6046
N -0.5854 -0.5867 4.0125
C 2.1107 2.7672 0.5448
H 2.7408 -2.0874 0.9681
C 3.0923 0.3210 5.7935
S -4.3710 1.5762 0.0738
P 1.6553 0.3844 1.9189
N -2.8775 -0.4268 -0.7273
H -2.9807 -2.2386 -2.8651
H -6.0409 0.5433 -6.1098
C 1.9426 4.1216 0.2963
H -3.8946 1.1968 -5.0641
C 0.7862 -0.3020 5.9477
F -0.2389 1.5874 -0.9992
H 2.0668 -0.0795 7.6414
H -1.2696 -0.9524 4.6488
C 0.4780 2.8507 -2.8330
H -0.0767 -0.5851 6.5428
H 3.8186 0.6910 3.8476
C 3.5758 -1.4033 1.0306
C 0.4732 -5.3826 -1.4434
C -2.9516 0.5418 0.1210
C -6.8769 0.2017 -2.8441
C 1.9867 -0.0192 6.5614
H -2.9406 -3.8548 -2.1184
N -1.7156 -1.1920 -0.5714
C -7.0131 0.1915 -4.2263
H -3.8559 -2.5256 -1.3855
C 2.1280 0.7597 -3.5406
H -7.9590 -0.0902 -4.6732
F 1.2413 4.0670 -4.6956
C -1.7512 -2.3679 -1.1226
H 1.1207 5.9711 1.0174
H -7.7207 -0.0724 -2.2178
C 5.9306 -0.9803 0.8086
C 1.2711 2.9608 -3.9551
S 1.3996 -0.8038 -1.3943
H -6.5296 0.7869 -0.2962
C 0.6460 -0.2598 4.5509
H 0.6167 -6.2124 -2.1255
C -5.6696 0.5597 -2.2462
H 4.0493 0.5231 6.2593
H -5.3414 -0.5160 -0.4036
H -1.0268 -4.4693 -2.6426
C 2.0921 1.9073 -4.3085
C 0.7752 4.3563 2.3840
C 4.8534 -1.8510 0.7261
C 1.2137 -5.3013 -0.2634
C -0.6621 -3.3164 -0.8681
C 0.9384 3.0005 2.6331
H 4.2868 1.8287 1.7373
C 1.3460 0.6174 -2.4011
C 2.9535 0.4068 4.4213
C 1.6103 2.1976 1.7166
C 5.7220 0.3421 1.1764
C 0.5315 1.6883 -2.0976
F 2.8561 2.0113 -5.3963
H 2.3342 4.5532 -0.6183
H 2.6331 2.1474 -0.1758
C -5.9390 0.5467 -5.0308
C 1.0366 -4.2393 0.5963
```

Atom-resolved charges from Löwdin, all expressed in e: 0.107, -0.366, -0.074, -0.256, 0.107, 0.095, -0.422, 0.106, -0.080, -0.031, -0.265, 0.020, -0.063, 0.130, 0.104, 0.121, -0.337, -0.106, -0.001, 0.661, 0.108, 0.109, 0.363, 0.087, 0.100, -0.112, 0.069, -0.094, 0.927, 1.069, -0.043, 0.102, 0.100, -0.071, 0.102, -0.043, 0.002, 0.106, 0.094, -0.152, 0.109, 0.089, -0.118, -0.077, -1.054, -0.055, -0.088, 0.073, -0.093, -0.090, 0.079, -0.236, 0.100, 0.127, -0.225, 0.105, 0.111, -0.079, -0.145, 0.802, 0.074, -0.315, 0.105, -0.278, 0.101, 0.076, 0.114, -0.143, -0.069, -0.066, -0.064, -0.138, -0.087, 0.107, -0.491, -0.082, -0.362, -0.072, -0.247, 0.125, 0.110, 0.108, -0.098, -0.016

=====

Entry 4:
C40H30GeN2OPdS2 | the ωB97M-V functional and the def2-TZVPD basis

As for the energy: -128658.1757 eV. Its charge is -2. The multiplicity is 1. For the gap between HOMO and LUMO (spin up / spin down), the calculation gives 3.70 / 3.70 eV.

Geometry as XYZ:
```
77
C40H30GeN2OPdS2 (the ωB97M-V functional and the def2-TZVPD basis)
C -2.7831 1.8038 0.8713
H -1.4189 4.4069 -3.1225
H 7.9969 2.3166 1.9970
H 3.1841 1.3855 0.2916
H -4.6240 2.1514 -3.0774
N 1.3477 2.2447 0.1934
H 3.7689 2.3930 -6.3950
H -0.3341 -3.1563 -2.0023
H 2.9356 5.5732 1.3710
C -3.0607 4.1355 1.2016
H 0.7318 6.6877 1.1458
C -0.2692 6.1862 -2.8820
H 0.1245 -2.4688 -0.4334
C 2.3819 2.1984 -4.7660
H -3.6656 5.0220 1.3734
S -6.1201 3.8830 1.8922
H -0.3985 0.6667 -5.1563
H 4.4401 0.0074 -6.3359
C 7.0712 2.8422 1.8287
C -1.3190 1.0060 -4.6941
H -1.1072 6.8318 -3.1226
C 2.6558 2.3001 0.5362
C -2.5224 0.8010 -5.3589
H 2.9952 6.3040 -2.0025
C -1.2791 1.6187 -3.4447
O -0.4507 -1.1069 -1.9094
C -5.8423 1.5062 0.9904
C -0.8626 3.1349 0.7727
C -1.0716 5.5816 1.1399
C -3.7180 1.2152 -4.7897
C 4.6863 3.4405 1.3316
H 1.2247 -2.3428 -1.8008
S 5.6040 1.9788 1.5428
C 0.1525 -2.2834 -1.5213
N -1.4854 1.8940 0.6692
C 1.0244 1.2008 -0.7456
C 0.4865 3.2920 0.6158
H 5.1595 5.5489 1.4372
C 2.1959 0.0264 -3.7914
C 1.8388 4.5181 -2.2526
C 0.2609 5.7127 1.0701
C 3.2845 3.4244 1.0149
Ge 0.4378 1.9526 -2.4838
C 5.5116 4.5321 1.5252
Pd -0.7364 0.3838 -0.5611
C 0.9689 6.7368 -2.5752
H -5.4246 0.6094 0.5571
H -2.5010 2.4739 -1.8966
C 0.6036 3.9431 -2.5563
C 3.7028 0.3854 -5.6355
C 1.1368 4.5575 0.9282
H -8.5023 3.2840 2.0353
C 2.0251 5.8938 -2.2614
C -5.0850 2.6287 1.2643
H -2.5236 0.3070 -6.3250
H 1.7525 -0.6273 -3.0503
C 3.3270 1.7200 -5.6675
H -1.7089 6.4514 1.2690
H -7.9548 0.8923 1.1110
C -7.2181 1.6671 1.2793
C -2.4938 2.0194 -2.8838
C 2.4764 4.6257 1.1159
C -3.6745 2.8511 1.1137
C -1.7144 4.2890 1.0636
H -4.6577 1.0528 -5.3063
H 2.6778 3.8811 -1.9865
C 3.1308 -0.4620 -4.6933
C -0.4430 4.8100 -2.8740
H -3.1731 0.7902 0.8135
C 1.8017 1.3651 -3.8139
H 2.0966 3.2448 -4.8061
H 7.6430 4.9134 1.9547
H 1.1059 7.8126 -2.5731
C -3.6994 1.8296 -3.5440
H 3.4182 -1.5074 -4.6567
C -7.5321 2.8988 1.7680
C 6.8573 4.1857 1.7985
```

Atom-resolved charges from Löwdin, all expressed in e: -0.134, 0.084, 0.039, 0.097, 0.093, -0.147, 0.085, 0.047, 0.095, -0.026, 0.102, -0.112, 0.040, -0.113, 0.086, 0.979, 0.092, 0.082, -0.470, -0.099, 0.088, -0.074, -0.112, 0.095, -0.270, -0.487, -0.159, -0.162, -0.054, -0.126, -0.489, 0.044, 1.000, -0.360, -0.038, -0.318, -0.131, 0.087, -0.098, -0.127, -0.041, -0.254, 0.947, -0.159, 0.695, -0.124, 0.096, 0.085, -0.252, -0.132, -0.182, 0.037, -0.106, -0.490, 0.086, 0.070, -0.121, 0.101, 0.087, -0.238, -0.139, -0.023, -0.267, -0.167, 0.083, 0.107, -0.104, -0.100, 0.102, -0.262, 0.091, 0.085, 0.084, -0.103, 0.090, -0.477, -0.239